Entry 1:
5 unconnected molecules or ions with the total composition CH10O5 at a distorted geometry, computed with ωB97M-V/def2-TZVPD.

As for the LUMO energy: 0.49 eV. For the energy, the calculation gives -11436.087 eV. The calculation puts the HOMO energy at -0.3689 Ha. The molar mass comes out at 102.09 g/mol. For the relative energy (zero: lowest compared OMol25 entry of this formula, charge and spin), the calculation gives 37.7 kJ/mol. Its SMILES is C=O.O.O.O.O.

```
! RIJCOSX wB97M-V def2-TZVPD def2/J DEFGRID3
* xyz 0 1
O -1.93 -1.88 -0.95
C -1.59 -1.04 -1.73
H -1.97 -0.01 -1.76
H -0.80 -1.11 -2.50
H -0.65 -2.91 0.79
H 0.80 -2.62 0.36
O 0.23 -2.70 1.12
H 1.88 3.69 1.93
H 3.13 2.92 1.43
O 2.30 2.81 1.86
H 0.02 1.12 -0.85
H 0.05 2.41 -1.71
O 0.05 1.48 -1.74
H 0.84 1.06 1.57
H -0.06 -0.23 1.34
O 0.20 0.64 0.97
*
```

=====

Entry 2:
2 unconnected molecules or ions with the total composition C6H18N4 at a distorted geometry, computed with ωB97M-V/def2-TZVPD.

As for the LUMO energy: -9.42 eV. For the energy, the calculation gives -12454.548 eV. The calculation puts the HOMO energy at -0.6328 Ha. The molar mass comes out at 146.24 g/mol. For the relative energy (zero: lowest compared OMol25 entry of this formula, charge and spin), the calculation gives 356.6 kJ/mol.

```
! RIJCOSX wB97M-V def2-TZVPD def2/J DEFGRID3
* xyz 2 1
C -0.76 0.10 1.16
C 1.07 0.74 -2.77
C 0.33 2.41 -1.05
C 1.41 0.13 2.16
C -1.07 -2.60 2.03
C -0.14 1.27 -1.94
N 0.17 -0.52 1.80
N -0.44 0.08 -1.27
N -1.35 -0.64 -1.74
N 0.13 -1.81 2.13
H -1.72 -0.36 1.01
H -0.67 1.16 1.00
H 0.77 -0.03 -3.49
H 1.46 1.59 -3.32
H 1.85 0.35 -2.13
H 1.18 2.13 -0.44
H -0.48 2.78 -0.43
H 0.65 3.24 -1.69
H 1.64 -0.03 3.21
H 2.24 -0.27 1.56
H 1.34 1.21 1.99
H -0.84 -3.61 2.36
H -1.87 -2.21 2.67
H -1.42 -2.65 1.00
H -0.94 1.60 -2.62
H -1.96 -0.33 -2.51
H -1.46 -1.59 -1.41
H 0.87 -2.14 2.73
*
```

=====

Entry 3:
A gas-phase ion, C5H10N5 (charge +1) at a distorted geometry, computed with ωB97M-V/def2-TZVPD.

As for the LUMO energy (alpha / beta): -3.44 / -8.07 eV. For the energy, the calculation gives -12781.857 eV. The calculation puts the HOMO energy (alpha / beta) at -0.2875 / -0.4790 Ha. The molar mass comes out at 140.17 g/mol. For the relative energy (zero: lowest compared OMol25 entry of this formula, charge and spin), the calculation gives 472.2 kJ/mol. The expectation value of S² is 2.01.

```
! RIJCOSX wB97M-V def2-TZVPD def2/J DEFGRID3
* xyz 1 3
C 1.34 -0.91 0.03
C 0.45 1.23 -0.22
C -2.92 -0.04 0.52
C -2.30 -0.97 -0.16
C 1.68 0.51 -0.47
N 0.16 -1.38 -0.17
N -0.71 0.81 -0.46
N 2.23 -1.72 0.63
N 0.49 2.41 0.37
N -0.85 -0.58 -0.72
H -3.92 -0.44 0.88
H -2.37 0.77 0.95
H -2.80 -1.77 -0.72
H 2.59 1.00 0.00
H 1.86 0.38 -1.52
H 3.12 -1.49 0.85
H 1.93 -2.77 0.71
H 1.36 2.93 0.47
H -0.46 2.89 0.72
H -0.89 -0.87 -1.69
*
```

=====

Entry 4:
A molecular structure, F4KN2Na2O8S4 at a distorted geometry, computed with ωB97M-V/def2-TZVPD.

As for the LUMO energy: -5.99 eV. For the energy, the calculation gives -98703.261 eV. The calculation puts the HOMO energy at -0.3980 Ha. The molar mass comes out at 445.34 g/mol.

```
! RIJCOSX wB97M-V def2-TZVPD def2/J DEFGRID3
* xyz 1 1
Na 4.55 0.06 24.40
Na 4.23 2.34 24.81
K 4.87 4.61 22.89
N 4.63 1.39 23.60
S 6.26 1.78 23.23
O 6.46 3.24 23.16
O 7.02 0.90 22.37
F 6.85 1.45 24.69
S 4.14 1.58 22.14
O 4.17 0.41 21.28
O 4.28 2.91 21.53
F 2.57 1.65 22.52
N 2.23 -1.88 19.53
S 0.78 -1.61 20.41
O 0.82 -0.60 21.50
O -0.02 -2.82 20.69
F -0.05 -0.78 19.35
S 3.18 -2.13 20.72
O 2.80 -3.12 21.69
O 3.87 -0.91 21.14
F 4.18 -3.01 19.84
*
```